Record 1
Formula: C22H24N2O3
Source: the Open Molecules 2025 dataset
Level of theory: ωB97M-V with the def2-TZVPD basis set

```
51
Properties=species:S:1:pos:R:3:forces:R:3:lowdin_charge:R:1
C -5.0459 0.1154 -1.1871 0.0 0.0 0.1 -0.0728
C -4.6020 0.6470 0.1749 -0.1 0.1 0.0 -0.1390
C -3.5517 1.7330 0.0247 -0.5 -0.3 0.1 -0.4559
O -3.8328 2.9144 0.0687 -0.2 0.3 0.0 0.0670
N -2.2826 1.3196 -0.2236 0.5 0.0 -0.1 0.0093
C -1.8589 -0.0346 -0.2895 -0.1 -0.5 -0.1 -0.2037
C -1.7384 -0.7661 0.8869 0.0 -0.1 -0.1 0.0169
C -1.2523 -2.0629 0.8794 0.0 0.1 0.0 -0.2622
C -0.8893 -2.6237 -0.3401 0.0 0.0 0.0 -0.0374
C -1.0192 -1.9050 -1.5114 0.0 0.0 0.0 -0.0308
C -1.5028 -0.6018 -1.5131 -0.1 0.1 0.1 -0.2157
C -1.6271 0.1554 -2.8011 0.0 0.0 0.1 -0.0313
H -2.3620 0.9522 -2.7178 0.0 0.1 -0.1 0.0786
H -1.9230 -0.5142 -3.6064 0.0 0.0 -0.1 0.0841
H -0.6688 0.5980 -3.0739 0.0 0.1 -0.1 0.0770
H -0.7381 -2.3595 -2.4508 0.0 -0.1 -0.1 0.1129
H -0.5030 -3.6323 -0.3690 0.0 -0.1 0.0 0.1124
C -1.1185 -2.8439 2.1511 0.0 0.0 0.0 -0.0460
H -1.2588 -2.2007 3.0159 0.0 0.0 0.1 0.0763
H -1.8663 -3.6362 2.1868 0.0 -0.1 0.1 0.0830
H -0.1366 -3.3106 2.2123 0.0 0.0 0.1 0.0792
H -2.0128 -0.2927 1.8185 0.0 0.1 0.1 0.1254
C -1.2345 2.3322 -0.3252 0.0 0.3 0.1 -0.0706
C 0.0512 1.8134 0.2418 0.2 0.1 -0.4 -0.1055
C 1.1175 1.5122 -0.5293 -0.4 0.2 0.3 0.0532
C 2.3170 0.9569 0.0136 0.4 -0.2 0.5 -0.1396
C 3.4238 0.6278 -0.7665 0.2 -0.1 0.2 0.0576
C 4.5609 0.0756 -0.1956 -0.2 0.1 0.0 -0.2735
C 4.5923 -0.1521 1.1844 0.1 0.0 -0.2 -0.0130
C 3.5043 0.1682 1.9690 -0.2 0.1 -0.1 -0.0083
C 2.3600 0.7227 1.4016 0.4 -0.1 -0.6 -0.1883
N 1.2674 1.0531 2.1574 -0.2 0.0 0.4 0.1757
C 0.0910 1.5966 1.6899 0.4 -0.1 0.2 -0.4283
O -0.8091 1.8538 2.4672 -0.4 0.1 0.0 0.0707
H 1.3074 0.8956 3.1577 -0.1 0.1 -0.2 0.1648
H 3.5389 -0.0106 3.0337 0.0 0.0 0.1 0.1144
H 5.4640 -0.5792 1.6534 0.1 0.0 0.0 0.1038
O 5.5820 -0.2079 -1.0506 -0.2 0.1 -0.1 -0.0871
C 6.7646 -0.7666 -0.5315 0.2 -0.1 0.1 -0.0909
H 6.5796 -1.7386 -0.0628 0.0 0.0 0.0 0.0951
H 7.4245 -0.9015 -1.3870 0.0 0.0 0.1 0.0933
H 7.2436 -0.0978 0.1908 0.0 0.0 0.0 0.0954
H 3.4083 0.8000 -1.8309 0.0 0.0 -0.2 0.1285
H 1.0829 1.6841 -1.5962 -0.1 0.0 -0.1 0.1240
H -1.5921 3.1938 0.2495 0.1 -0.1 -0.2 0.1357
H -1.0930 2.6364 -1.3684 0.0 0.0 0.1 0.1304
H -4.2248 -0.1715 0.7868 -0.1 0.0 0.0 0.1003
H -5.4540 1.1048 0.6798 0.1 0.0 0.0 0.1188
H -5.3527 0.9373 -1.8303 0.0 0.0 -0.1 0.0828
H -4.2398 -0.4300 -1.6717 0.0 -0.1 -0.1 0.0599
H -5.8902 -0.5598 -1.0656 0.0 -0.1 0.0 0.0733
```
Forces are in eV/Å.

Calculated values
* maximum force: 0.7 eV/Å
* SMILES string: CCC(=O)N(Cc1cc2cc(OC)ccc2[nH]c1=O)c1cc(C)ccc1C
* highest occupied orbital energy: -8.103 eV
* LUMO level: 0.136 eV
* HOMO-LUMO gap: 8.2 eV

=====

Record 2
Formula: C4H7ClS2
Source: the Open Molecules 2025 dataset
Level of theory: ωB97M-V with the def2-TZVPD basis set

```
14
Properties=species:S:1:pos:R:3:forces:R:3:lowdin_charge:R:1
C 2.6052 1.0336 2.2919 1.1 2.3 3.2 -0.2319
C 1.2355 0.4203 1.9236 -1.4 -1.4 -1.4 -0.5887
C -0.4256 -0.5857 -0.1237 -3.8 -1.3 0.7 -1.1124
C -1.4936 -0.3166 -1.3668 -2.7 -2.1 0.8 -0.7493
H 3.8926 0.5615 2.3020 -4.7 0.9 -0.7 0.1582
H 2.6585 2.2629 1.8642 0.0 -3.8 1.7 0.1201
H 2.2573 0.9435 3.5533 2.0 1.1 -3.3 0.1249
H 0.3135 0.8853 2.4734 2.2 -1.0 -0.2 0.0965
H 1.1999 -0.7348 1.9619 0.0 1.9 0.3 0.0385
H -1.9502 -1.2832 -2.0029 1.8 2.1 2.3 0.1164
H -2.5908 0.1533 -0.9545 3.5 -0.9 -0.8 0.1386
S 0.5553 0.7887 0.1939 0.9 -0.8 0.1 0.8249
S -0.8750 -1.8763 0.9428 1.2 2.1 -2.0 0.5511
Cl -0.7174 0.6649 -2.5727 0.0 0.8 -0.7 0.5132
```
Forces are in eV/Å.

Calculated values
* maximum force: 4.9 eV/Å
* highest occupied orbital energy: -8.685 eV
* LUMO level: -0.600 eV
* HOMO-LUMO gap: 8.1 eV

=====

Record 3
Formula: C15H15F3IrN6O8S
Source: the Open Molecules 2025 dataset
Level of theory: ωB97M-V with the def2-TZVPD basis set

```
49
Properties=species:S:1:pos:R:3:forces:R:3:lowdin_charge:R:1
Ir 0.2513 0.0766 -1.5302 0.2 0.2 0.3 1.7610
N -2.8273 2.2049 4.9566 0.2 0.1 -0.1 0.1088
C -1.7820 2.2114 4.0610 -0.2 0.0 0.1 -0.3149
C -2.0138 2.4820 2.7067 -0.1 0.0 -0.1 -0.0200
C -0.9693 2.5015 1.8071 -0.1 0.1 -0.1 -0.0462
C 0.3253 2.2519 2.2527 0.0 -0.2 0.0 -0.3033
C 0.5740 1.9791 3.5912 0.0 0.0 0.0 -0.0620
C -0.4735 1.9709 4.4918 0.0 0.0 0.1 -0.0287
S 1.6337 2.1439 1.0991 0.3 -0.1 -0.2 0.6193
O 2.8660 2.0159 1.8147 0.1 0.0 0.1 -0.2847
O 1.4978 3.1561 0.0987 -0.1 0.1 -0.1 -0.2822
N 1.3584 0.7117 0.2764 -0.3 -0.1 0.2 -0.1764
C 1.4449 -0.5032 0.8969 0.2 0.1 0.1 -0.4735
N 1.8686 -0.7391 2.1356 -0.1 -0.1 0.0 0.1631
C 1.8688 -2.0153 2.5118 0.0 0.1 0.0 -0.0950
C 1.4493 -3.0669 1.7043 0.1 0.0 0.1 -0.0445
C 1.0020 -2.7226 0.4462 -0.1 0.1 -0.2 -0.0946
N 1.0180 -1.4584 0.0527 0.0 -0.2 -0.1 0.0144
H -3.7714 2.2563 4.6279 0.0 0.0 0.0 0.0916
H -2.6786 1.9152 5.9029 0.0 -0.1 0.0 0.0906
H -3.0256 2.6787 2.3672 0.1 0.0 0.0 0.1139
H -1.1466 2.7245 0.7597 0.0 0.0 0.2 0.0984
H 1.5891 1.7770 3.9065 0.0 0.0 0.0 0.1116
H -0.2882 1.7722 5.5421 0.0 0.0 0.0 0.1099
H 2.2176 -2.2043 3.5227 0.0 0.0 0.0 0.1160
H 1.4561 -4.0918 2.0454 0.0 0.1 0.0 0.1022
H 0.6100 -3.4497 -0.2573 0.0 0.1 0.0 0.1231
N 0.6165 -3.2666 -4.3747 -0.1 0.0 0.0 0.2025
C 0.8736 -2.3395 -3.4454 0.0 0.0 0.1 -0.4982
O -0.0123 -1.9708 -2.6650 0.1 -0.1 -0.2 -0.0610
C 2.2810 -1.8217 -3.3205 0.0 0.1 0.0 -0.1769
C 2.3259 -0.4489 -2.7053 0.0 0.1 -0.1 -0.1212
H -0.3269 -3.6041 -4.4742 0.0 0.0 0.0 0.1270
H 1.3022 -3.5245 -5.0607 0.0 0.0 0.0 0.1156
H 2.7678 -1.8372 -4.2992 0.0 -0.1 0.0 0.1174
H 2.8014 -2.5472 -2.6885 0.0 0.0 0.0 0.1264
H 2.3077 0.3791 -3.4043 0.1 -0.1 0.0 0.0432
H 3.0376 -0.3126 -1.8968 -0.1 0.0 0.0 0.0567
O -0.2170 3.8083 -2.5297 0.1 -0.2 0.1 0.1481
N -0.0439 2.6713 -2.2233 0.0 0.0 -0.2 -0.5235
O 0.8146 1.9088 -2.8008 -0.3 0.2 0.2 -0.1140
O -0.7145 2.0892 -1.3042 0.1 0.1 -0.2 -0.1370
F -3.6624 -2.1269 -2.9247 -0.1 0.0 0.0 0.1529
C -3.7158 -0.9998 -2.1919 0.2 0.1 0.0 -0.5610
F -4.3939 -0.0862 -2.8817 -0.1 0.0 0.0 0.1726
F -4.3742 -1.2634 -1.0679 -0.1 -0.1 0.1 0.1701
C -2.2807 -0.5334 -1.9074 0.0 0.1 0.0 -0.5840
O -1.7517 -0.8621 -0.8232 0.0 0.0 -0.1 -0.0249
O -1.6896 0.1098 -2.8010 0.0 -0.1 0.1 -0.0288
```
Forces are in eV/Å.

Calculated values
* maximum force: 0.4 eV/Å
* multiplicity: 6
* highest occupied orbital energy (spin up / spin down): -8.085 / -8.133 eV
* LUMO level (spin up / spin down): 0.014 / -2.473 eV
* HOMO-LUMO gap (spin up / spin down): 8.1 / 5.7 eV

=====

Record 4
Formula: C22H34As3N2O2Pt
Source: the Open Molecules 2025 dataset
Level of theory: ωB97M-V with the def2-TZVPD basis set

```
64
Properties=species:S:1:pos:R:3:forces:R:3:lowdin_charge:R:1
Pt -1.0422 1.5331 -0.9573 -0.3 0.3 0.7 0.7870
O -4.5542 1.2387 -2.9976 0.0 0.0 0.0 0.1071
C -3.4127 1.1880 -2.6095 0.0 0.0 -0.1 -0.5774
O -3.0039 1.6624 -1.4677 0.0 0.1 0.1 -0.2680
C -2.3396 0.5212 -3.4393 0.1 0.0 0.1 -0.1713
C -2.7125 -0.1003 -4.6425 0.0 0.0 0.0 0.0295
C -1.7592 -0.7357 -5.3746 0.0 0.0 0.0 0.0272
C -0.4269 -0.7495 -4.9109 0.0 0.0 0.0 -0.1401
C 0.6131 -1.3880 -5.6282 0.0 0.0 0.0 -0.0144
C 1.8931 -1.3733 -5.1582 0.0 0.0 0.0 -0.0565
C 2.1874 -0.7138 -3.9467 0.0 0.0 0.0 -0.0518
C 1.2010 -0.0911 -3.2382 0.0 0.0 -0.1 -0.0334
C -0.1271 -0.0951 -3.6945 -0.1 0.0 -0.1 -0.1923
N -1.1064 0.5335 -2.9675 0.1 0.1 -0.1 0.0234
H -3.7515 -0.0478 -4.9333 0.0 0.0 0.0 0.1293
H -2.0043 -1.2294 -6.3067 0.0 0.0 0.0 0.1298
H 0.3714 -1.8846 -6.5592 0.0 0.0 0.0 0.1226
H 2.6847 -1.8583 -5.7124 0.0 0.0 0.0 0.1132
H 3.2066 -0.7017 -3.5815 0.0 0.0 0.0 0.1105
H 1.4077 0.4273 -2.3237 0.0 0.1 0.1 0.0217
C 2.6527 0.5390 -0.2532 0.0 0.0 -0.1 -0.2663
As 1.1220 1.6916 0.0589 -0.1 0.0 0.1 0.9780
C 1.9260 3.4254 -0.2217 0.0 0.0 0.0 -0.2610
C 0.9062 1.7358 1.9984 0.0 0.0 0.0 -0.3169
C 0.3533 0.5205 2.7707 0.0 0.0 0.0 -0.6867
C 0.5976 0.8183 4.2571 0.0 0.0 0.0 -0.0679
C -1.1610 0.3426 2.5914 -0.1 -0.1 0.0 -0.3412
As -1.8461 -0.1001 0.8142 0.3 -0.1 0.0 1.0665
C -1.6704 -2.0344 0.6976 0.0 0.0 0.0 -0.2817
C -3.7448 0.0714 1.1372 0.0 0.0 0.0 -0.2628
C 1.1088 -0.7484 2.3616 0.0 0.0 0.0 -0.3926
As 0.7138 -2.3897 3.4102 0.0 0.0 0.0 1.1223
C 2.1444 -2.2351 4.7411 0.0 0.0 0.0 -0.3338
C 1.6892 -3.5860 2.2023 0.0 0.0 0.0 -0.3307
H 3.3508 0.6868 0.5698 0.0 0.0 0.0 0.0461
H 3.1337 0.8406 -1.1819 0.0 0.0 0.0 0.0335
H 2.3703 -0.5086 -0.3139 0.0 0.0 0.0 0.0329
H 2.8269 3.5081 0.3861 0.0 0.0 0.0 0.0451
H 1.2138 4.1978 0.0598 0.0 0.0 0.0 0.0229
H 2.1818 3.5472 -1.2730 0.0 0.0 0.0 0.0422
H 0.2872 2.6191 2.1851 0.0 0.0 0.0 0.0808
H 1.9054 1.9620 2.3835 0.0 0.0 0.0 0.0917
H 0.1520 1.7743 4.5393 0.0 0.0 0.0 0.0940
H 1.6663 0.8631 4.4760 0.0 0.0 0.0 0.0929
H 0.1504 0.0465 4.8866 0.0 0.0 0.0 0.0731
H -1.6829 1.2575 2.8885 0.0 0.0 0.0 0.0889
H -1.5043 -0.4532 3.2581 0.0 0.0 0.0 0.0649
H -1.8565 -2.4872 1.6716 0.0 0.0 0.0 0.0210
H -0.6799 -2.3143 0.3452 0.0 0.0 0.0 0.0074
H -2.4088 -2.3945 -0.0180 0.0 0.0 0.0 0.0358
H -3.9951 -0.4228 2.0755 0.0 0.0 0.0 0.0436
H -4.2901 -0.3911 0.3169 0.0 0.0 0.0 0.0400
H -4.0206 1.1229 1.1773 0.0 0.0 0.0 0.0309
H 2.1883 -0.5768 2.4225 0.0 0.0 0.0 0.0771
H 0.8817 -0.9938 1.3186 0.0 0.0 0.0 0.0285
H 1.8511 -1.5766 5.5559 0.0 0.0 0.0 0.0114
H 3.0649 -1.8665 4.2870 0.0 0.0 0.0 0.0285
H 2.3288 -3.2262 5.1546 0.0 0.0 0.0 0.0241
H 1.1240 -3.7469 1.2848 0.0 0.0 0.0 0.0076
H 1.8207 -4.5496 2.6925 0.0 0.0 0.0 0.0243
H 2.6709 -3.1778 1.9584 0.0 0.0 0.0 0.0280
N -2.3092 4.0633 0.2895 0.3 0.1 0.2 0.1951
C -1.4833 3.3333 -0.0637 -0.3 -0.4 -0.8 -0.2505
H -3.0547 4.6766 0.5509 0.0 0.0 0.0 0.1169
```
Forces are in eV/Å.

Calculated values
* maximum force: 1.0 eV/Å
* total charge: +1
* highest occupied orbital energy: -10.511 eV
* LUMO level: -3.041 eV
* HOMO-LUMO gap: 7.5 eV